{
  "formula": "C2H12O3",
  "method": "ωB97M-V/def2-TZVPD",
  "orbital_gap_ev": 11.4,
  "fmax_ev_per_a": 1.7,
  "relative_energy_ev": 0.490,
  "e_homo_ev": -11.04,
  "smiles": "CC.O.O.O",
  "energy_ha": -309.09217,
  "molar_mass_g_mol": 84.115,
  "elements": ["C", "C", "H", "H", "H", "H", "H", "H", "O", "H", "H", "O", "H", "H", "O", "H", "H"],
  "coordinates": [[-0.8966, -1.0963, -1.6391], [-1.3349, -0.8365, -0.1703], [-0.8645, -2.1815, -1.7270], [0.0093, -0.5578, -1.8757], [-1.7112, -0.7973, -2.3027], [-1.6457, -1.7728, 0.2782], [-0.4805, -0.4575, 0.3912], [-2.0890, -0.0509, -0.1172], [1.8083, 0.9214, -1.6027], [0.9560, 1.1134, -2.0220], [1.6751, 0.6526, -0.6971], [1.9776, 0.5876, 1.1886], [2.3527, 1.4377, 1.5081], [2.5167, -0.0575, 1.7004], [-0.7446, 0.8299, 2.7153], [-0.0354, 1.2387, 2.2156], [-1.4933, 1.0268, 2.1566]]
}

=====

{
  "formula": "C2H12O3S",
  "method": "ωB97M-V/def2-TZVPD",
  "orbital_gap_ev": 6.7,
  "fmax_ev_per_a": 3.3,
  "relative_energy_ev": 4.958,
  "e_homo_ev": -10.26,
  "energy_ha": -707.12232,
  "molar_mass_g_mol": 116.182,
  "elements": ["C", "C", "S", "H", "H", "H", "H", "H", "H", "H", "H", "O", "H", "H", "O", "H", "H", "O"],
  "coordinates": [[2.2111, -0.9408, -0.0266], [0.9566, -1.7723, -0.1572], [-0.2287, -1.0355, -1.3594], [1.9474, -0.1140, 0.6495], [2.5056, -0.4707, -0.9631], [3.0604, -1.4691, 0.4126], [1.2221, -2.7195, -0.6445], [0.4792, -2.0041, 0.7897], [-0.1377, 0.3697, 0.6867], [-1.1625, 2.4376, 0.8532], [-2.3863, 1.5455, 0.8523], [-2.1252, 2.4816, 0.8183], [0.0196, 2.3071, -1.5705], [0.2596, 1.1063, -0.6277], [0.5119, 2.0347, -0.7877], [-2.8626, -1.1200, 0.0773], [-1.6572, -0.2857, 0.3915], [-2.6132, -0.3510, 0.6055]]
}

=====

{
  "formula": "C2H12O3S",
  "method": "ωB97M-V/def2-TZVPD",
  "orbital_gap_ev": 8.8,
  "fmax_ev_per_a": 1.0,
  "relative_energy_ev": 0.361,
  "e_homo_ev": -8.48,
  "smiles": "CSC.O.O.O",
  "energy_ha": -707.29128,
  "molar_mass_g_mol": 116.182,
  "elements": ["C", "S", "C", "H", "H", "H", "H", "H", "H", "O", "H", "H", "O", "H", "H", "O", "H", "H"],
  "coordinates": [[-0.4282, 1.2103, 0.7759], [-0.2356, 2.7225, -0.1724], [-0.7475, 2.1408, -1.7931], [0.1240, 0.4152, 0.2836], [-1.4698, 0.9181, 0.8666], [-0.0511, 1.2975, 1.7924], [-0.9860, 3.0255, -2.3751], [0.0316, 1.6062, -2.3364], [-1.6514, 1.5414, -1.7178], [-0.1521, -2.1610, -1.3749], [0.6277, -1.8302, -0.8919], [-0.4623, -1.4920, -1.9899], [0.0685, -1.4593, 2.2279], [0.1478, -1.6827, 3.1720], [-0.7063, -1.9786, 1.9704], [2.0854, -1.5577, 0.1601], [1.6160, -2.0368, 0.8604], [2.1895, -0.6792, 0.5423]]
}